Entry 1:
This record from OMol25 describes C36H52F4N2O5SSiTa as an isolated structure in a non-equilibrium geometry. The level of theory is ωB97M-V/def2-TZVPD.

Results
**Orbital gap (alpha / beta)**: 7.48 / 7.49 eV

```
! RIJCOSX wB97M-V def2-TZVPD def2/J DEFGRID3
* xyz 3 1
Ta 0.5476 -0.2259 0.7398
C 2.6116 -2.4018 -1.7886
C 3.0491 -1.2284 -0.9640
N 2.5376 -1.1139 0.4528
C 2.6602 -2.4354 1.1425
C 4.0697 -2.9947 1.3219
C 3.4349 -0.0953 1.1327
C 3.0029 0.0407 2.5727
N 1.5243 0.1040 2.4937
C 0.7879 0.4641 3.6564
C -0.5854 0.5703 3.4906
F -0.9619 0.3416 2.1218
C -1.5276 0.9055 4.4332
F -2.8202 0.9701 4.1289
C -1.0475 1.1468 5.6975
C 0.3009 1.0838 5.9254
F 0.7476 1.2616 7.1700
C 1.2400 0.7773 4.9230
F 2.5088 0.6849 5.2368
H 2.6881 -2.1261 -2.8473
H 1.5582 -2.6726 -1.5885
H 3.2708 -3.2677 -1.6355
H 2.7463 -0.2929 -1.4409
H 4.1402 -1.1980 -0.8924
H 2.0842 -3.1511 0.5832
H 2.2199 -2.3270 2.1116
H 4.6479 -2.9669 0.3908
H 3.8928 -4.0312 1.6204
H 4.6257 -2.5299 2.1513
H 3.3120 0.8540 0.6087
H 4.4583 -0.4216 1.0256
H 3.4728 0.9533 2.9897
H 3.3609 -0.8057 3.1062
H -1.7179 1.4466 6.4858
C -3.0584 -2.1543 -4.0707
C -1.7015 -2.5754 -3.5265
C -0.5459 -1.7517 -4.0397
C -1.4947 -4.0689 -3.6377
O -1.6923 -2.3490 -2.0256
Si -1.2023 -1.2958 -0.9567
O 0.2738 -0.5102 -1.1537
O -2.1866 -0.0905 -0.3809
C -3.4762 0.5874 -0.5980
C -3.5000 1.6755 0.4664
C -4.5838 -0.4390 -0.4199
C -3.5162 1.2050 -1.9881
O -0.6968 -1.8942 0.6202
C -1.4262 -2.9606 1.5531
C -2.3284 -3.7722 0.6702
C -2.1979 -2.1721 2.5800
C -0.3728 -3.8209 2.1839
H -3.0551 -2.3610 -5.1357
H -3.1853 -1.0605 -4.0018
H -3.8600 -2.6917 -3.5441
H -0.4983 -1.8486 -5.1281
H 0.3735 -2.0555 -3.5530
H -0.7201 -0.6922 -3.7816
H -1.4896 -4.4040 -4.6832
H -2.2902 -4.5876 -3.0882
H -0.5454 -4.3427 -3.1931
H -3.5095 1.1796 1.4700
H -4.4113 2.2387 0.3683
H -2.6082 2.3264 0.4013
H -4.4015 -1.0848 0.4682
H -4.7709 -1.0023 -1.3436
H -5.5066 0.1128 -0.2581
H -2.7369 1.9766 -2.1399
H -4.4875 1.7086 -2.0656
H -3.4595 0.4506 -2.7496
H -3.0127 -3.1062 0.1358
H -2.9215 -4.4272 1.2947
H -1.7533 -4.3480 -0.0420
H -2.9756 -1.5386 2.1046
H -1.5333 -1.6561 3.2715
H -2.7112 -2.9502 3.1886
H 0.2659 -4.3703 1.4724
H -0.8818 -4.5658 2.7476
H 0.2472 -3.2428 2.8529
O 0.8351 1.6448 0.2440
S 0.9935 2.4033 -1.2609
C -0.1771 3.6482 -1.0704
C -0.3999 4.4119 0.0745
C -1.2430 5.4860 0.0054
C -1.8555 5.8303 -1.1999
C -1.7236 5.0053 -2.2963
C -0.8499 3.9497 -2.2428
C 2.5452 3.1217 -1.2360
C 3.3939 2.6132 -2.1904
C 4.6926 3.0641 -2.2285
C 5.1180 3.9610 -1.2779
C 4.2899 4.3934 -0.2207
C 2.9781 4.0015 -0.2418
H -0.0019 4.1888 1.0682
H -1.4014 6.0646 0.8912
H -2.4562 6.7272 -1.1894
H -2.2508 5.1484 -3.2177
H -0.6488 3.3460 -3.1154
H 3.0271 1.9058 -2.9230
H 5.3270 2.7886 -3.0509
H 6.1287 4.3950 -1.3158
H 4.6875 5.0438 0.5482
H 2.2959 4.2684 0.5456
*
```

***

Entry 2:
This record from OMol25 describes C36H52MnN3OP2 as an isolated structure in a non-equilibrium geometry. The level of theory is ωB97M-V/def2-TZVPD.

Results
**Orbital gap (alpha / beta)**: 6.12 / 5.54 eV

```
! RIJCOSX wB97M-V def2-TZVPD def2/J DEFGRID3
* xyz 1 6
C 0.6409 2.5244 -0.1966
C -1.5335 1.7333 -0.5180
C 0.3152 3.7625 -0.7284
C -1.9589 3.0452 -0.8581
C -1.0288 4.0557 -0.9846
H 1.1174 4.4724 -0.9114
H -3.0119 3.1868 -1.0966
H -1.3197 5.0577 -1.2919
N -0.2979 1.5947 0.0809
P 2.1490 0.8847 1.3721
P -2.2787 -1.1317 -0.9562
C 2.0934 2.1260 0.0138
H 2.4882 1.6694 -0.9087
H 2.7194 3.0047 0.2127
C -0.2735 -2.1868 0.5448
O -0.0283 -3.3229 0.3717
C -2.3242 0.6235 -0.9146
H -3.3548 0.9499 -1.1330
C -2.6968 -1.2826 -2.8697
C -3.7143 -1.9497 0.0794
C 3.7420 -0.1083 1.0895
C 2.1997 2.0389 2.8824
C -1.7947 -2.4289 -3.3425
H -2.0147 -3.3673 -2.8137
H -1.9594 -2.5976 -4.4165
H -0.7347 -2.1920 -3.1945
C -4.1624 -1.5630 -3.2007
H -4.5613 -2.4783 -2.7572
H -4.8047 -0.7145 -2.9331
H -4.2391 -1.6764 -4.2934
C -2.3603 0.0267 -3.5916
H -2.3869 -0.1449 -4.6775
H -3.0723 0.8254 -3.3530
H -1.3602 0.3850 -3.3411
C -3.7641 -3.4350 -0.3291
H -2.7959 -3.9233 -0.1467
H -4.5188 -3.9455 0.2872
H -4.0305 -3.5952 -1.3797
C -3.3862 -1.8862 1.5751
H -2.4076 -2.3254 1.8003
H -3.4035 -0.8581 1.9557
H -4.1516 -2.4587 2.1234
C -5.0521 -1.2392 -0.1212
H -5.4182 -1.2695 -1.1497
H -5.8034 -1.7461 0.5031
H -4.9964 -0.1921 0.2015
C 2.4377 1.1690 4.1236
H 2.3793 1.8108 5.0162
H 1.6690 0.3883 4.2160
H 3.4295 0.6957 4.1248
C 0.8471 2.7515 3.0265
H 0.6283 3.4064 2.1748
H 0.0198 2.0451 3.1426
H 0.8787 3.3772 3.9313
C 3.2680 3.1412 2.7684
H 3.2432 3.7260 3.7006
H 4.2835 2.7532 2.6509
H 3.0590 3.8363 1.9459
C 3.8337 -0.5065 -0.3922
H 4.0155 0.3580 -1.0427
H 4.6836 -1.1939 -0.5133
H 2.9283 -1.0172 -0.7411
C 3.6439 -1.3758 1.9519
H 2.8495 -2.0457 1.5969
H 4.5971 -1.9183 1.8846
H 3.4573 -1.1531 3.0105
C 4.9909 0.6947 1.4672
H 5.0632 1.6374 0.9085
H 5.0572 0.8949 2.5442
H 5.8720 0.0919 1.2009
Mn 0.0621 -0.3581 0.7406
N 0.5992 -0.6078 -1.0722
C 0.3164 -0.1980 -2.1747
C 1.0167 -0.1190 -3.4538
C 1.9055 -1.1620 -3.7730
C 0.8669 0.9647 -4.3424
C 2.6100 -1.1456 -4.9799
H 2.0429 -1.9822 -3.0628
C 1.5503 0.9596 -5.5625
H 0.2109 1.7924 -4.0642
C 2.4149 -0.0945 -5.8840
H 3.3078 -1.9553 -5.2074
H 1.4109 1.7870 -6.2629
H 2.9393 -0.0977 -6.8403
C -1.0551 -1.0069 5.3916
C -0.1258 -1.8185 4.7431
C 0.1498 -1.6129 3.3952
N -0.4476 -0.6100 2.6979
C -1.3713 0.1754 3.3162
C -1.6789 0.0029 4.6624
H -1.2906 -1.1609 6.4404
H 0.3893 -2.6297 5.2516
H 0.8428 -2.2549 2.8486
H -1.8532 0.9460 2.7064
H -2.4133 0.6712 5.1050
*
```

***

Entry 3:
This record from OMol25 describes a 8-piece molecular cluster, C36H52N4O20S4 overall in a non-equilibrium geometry. The level of theory is ωB97M-V/def2-TZVPD.

Results
**Orbital gap (alpha / beta)**: 2.33 / 5.78 eV

```
! RIJCOSX wB97M-V def2-TZVPD def2/J DEFGRID3
* xyz -1 2
C 26.1834 13.7096 -14.4882
C 27.4559 13.7097 -13.9662
C 28.3517 14.7464 -14.3770
C 28.0233 15.6441 -15.4213
C 26.7910 15.4602 -16.0706
C 25.8514 14.5348 -15.5685
N 28.9920 16.7084 -15.8370
O 29.8851 16.9207 -15.0399
O 28.9274 17.1661 -16.9934
H 25.5056 12.9829 -14.0653
H 27.7017 12.9144 -13.2780
H 29.3035 14.6965 -13.8691
H 26.6406 16.0885 -16.9361
H 24.8744 14.5072 -16.0280
C 23.4401 10.5260 -25.8887
C 24.2266 10.7487 -27.0459
C 25.5762 11.0805 -26.8681
C 26.2012 11.2694 -25.6285
C 25.3716 11.0257 -24.5158
C 24.0100 10.6761 -24.6288
N 27.6911 11.6398 -25.4819
O 28.3069 12.0289 -26.4788
O 28.2990 11.5388 -24.3620
H 22.4274 10.2006 -26.0752
H 23.9223 10.3780 -28.0136
H 26.1634 11.1037 -27.7742
H 25.7253 11.1322 -23.5009
H 23.5320 10.4963 -23.6772
C 31.8957 14.3469 -19.0774
C 30.8222 14.6483 -18.2043
C 30.4270 13.7044 -17.2981
C 31.0069 12.4617 -17.3151
C 31.9674 12.0805 -18.2900
C 32.4002 13.0320 -19.2007
N 30.6834 11.5098 -16.2009
O 31.6153 10.9164 -15.7126
O 29.4599 11.3265 -15.8770
H 32.2794 15.0887 -19.7622
H 30.4306 15.6548 -18.2032
H 29.6840 13.9846 -16.5661
H 32.2235 11.0313 -18.2847
H 33.2557 12.5901 -19.6899
C 21.4759 10.8301 -17.0819
C 22.2741 11.8293 -16.6242
C 21.8009 12.6676 -15.6048
C 20.5362 12.4640 -15.1131
C 19.6554 11.4667 -15.6390
C 20.1648 10.6026 -16.6220
N 19.9944 13.3714 -14.0682
O 20.6915 14.3146 -13.8060
O 18.9275 13.0737 -13.5193
H 21.7892 10.1594 -17.8683
H 23.2866 11.8549 -16.9992
H 22.4800 13.3774 -15.1559
H 18.7283 11.1211 -15.2060
H 19.6675 9.7254 -17.0088
O 21.4885 15.5732 -20.4560
S 20.6080 14.4717 -20.5520
O 19.6867 14.3697 -21.6685
O 21.5841 13.0491 -20.7077
C 22.8135 12.8936 -20.0110
C 23.9702 13.0512 -21.0005
C 19.7934 14.0478 -18.9539
H 22.8768 11.9999 -19.3902
H 22.9741 13.7117 -19.3088
H 23.6494 13.7536 -21.7698
H 24.2511 12.1188 -21.4902
H 24.7977 13.4397 -20.4068
H 20.4921 14.0938 -18.1185
H 19.4467 13.0434 -19.1968
H 18.9771 14.7080 -18.6609
O 21.1941 4.5932 -19.6995
S 20.6976 5.2940 -18.5230
O 20.8486 4.7242 -17.2269
O 21.3515 6.8080 -18.5673
C 22.6563 7.0438 -18.0001
C 23.7565 6.2643 -18.6935
C 18.9326 5.9069 -18.8021
H 22.6095 6.6523 -16.9839
H 22.9048 8.0937 -17.8447
H 24.1197 6.8122 -19.5630
H 23.3907 5.2701 -18.9499
H 24.6264 6.1384 -18.0488
H 18.2861 5.0406 -18.6619
H 18.9442 6.3866 -19.7808
H 18.7448 6.6909 -18.0686
O 28.6603 18.2911 -23.9003
S 28.5437 17.0155 -23.1916
O 29.5394 16.7158 -22.1403
O 27.0639 16.8843 -22.4735
C 26.8090 15.8065 -21.6411
C 26.9293 16.2142 -20.2238
C 28.3360 15.6605 -24.4607
H 27.5290 14.9997 -21.7780
H 25.7703 15.5367 -21.8321
H 26.2939 17.0943 -20.1256
H 27.9703 16.3485 -19.9298
H 26.7338 15.4268 -19.4958
H 28.1017 14.7250 -23.9525
H 29.3289 15.6840 -24.9096
H 27.5857 15.9596 -25.1925
O 25.4757 12.3485 -17.5481
S 25.7052 11.1334 -18.2800
O 24.5491 10.3455 -18.5121
O 26.5372 11.4564 -19.6797
C 27.5665 12.4622 -19.6400
C 28.5630 11.9662 -20.8070
C 27.0688 10.0977 -17.6242
H 28.1675 12.4447 -18.7308
H 27.2210 13.4701 -19.8699
H 28.0417 12.0467 -21.7609
H 28.9256 10.9444 -20.6941
H 29.4506 12.5850 -20.6754
H 26.8978 9.6676 -16.6373
H 28.0314 10.6087 -17.6414
H 27.1990 9.2630 -18.3130
*
```

***

Entry 4:
This record from OMol25 describes C36H53LuNP2 as an isolated structure in a non-equilibrium geometry. The level of theory is ωB97M-V/def2-TZVPD.

Results
**Orbital gap (alpha / beta)**: 4.28 / 4.62 eV

```
! RIJCOSX wB97M-V def2-TZVPD def2/J DEFGRID3
* xyz 1 1
Lu -0.2543 0.5650 -2.0872
C -0.7762 -1.9210 0.2498
C 0.5597 -1.8548 -0.2626
C 0.3878 -0.4669 1.5900
C -0.8753 -1.0540 1.3820
C 1.2832 -0.9645 0.5916
C -1.8357 -2.8386 -0.2217
H -1.5648 -3.3338 -1.1618
H -2.7764 -2.3037 -0.4100
H -2.0305 -3.6210 0.5269
C -2.0424 -0.9964 2.2956
H -2.8794 -1.6116 1.9357
H -2.4273 0.0286 2.3461
H -1.8166 -1.3203 3.3308
C 0.8386 0.3430 2.7347
H 0.0094 0.5704 3.4161
H 1.2593 1.3021 2.3881
H 1.6599 -0.1628 3.2812
C 2.7450 -0.7955 0.6248
H 3.1827 -1.2314 1.5358
H 3.0293 0.2668 0.5965
H 3.2333 -1.2530 -0.2349
C 1.1790 -2.7937 -1.2613
H 1.7179 -3.6309 -0.7536
H 1.9282 -2.2933 -1.9117
H 0.4443 -3.2597 -1.9480
C -1.8740 1.0837 -5.3314
C -2.2863 -0.2014 -5.1635
C -1.4142 -1.2523 -5.8368
C 0.0920 -1.0582 -5.6162
C 0.5195 -0.4035 -4.3664
C 0.8108 0.9108 -4.2420
C 0.4219 1.9136 -5.3274
C -0.8101 1.6205 -6.1815
H -1.6792 -1.1734 -6.9058
H 0.5281 -0.6308 -6.5124
H -1.7058 -2.2442 -5.4937
H -0.6035 1.0582 -7.0902
H -2.3828 1.9039 -4.7917
H -3.3631 -0.4838 -4.8535
H -1.2121 2.5776 -6.5465
H 0.1942 2.8366 -4.7841
H 1.7026 1.2170 -3.6740
H 1.3102 2.1033 -5.9584
H 0.4974 -2.0735 -5.5906
H 0.8940 -1.1050 -3.6529
P -3.0957 1.2082 -2.2800
P 2.8035 1.5806 -1.5209
C -1.1600 2.5754 -2.6436
C 0.2528 2.6986 -2.3193
H -1.6911 3.5264 -2.6515
H -1.2356 2.0554 -3.5991
H 0.8658 2.9359 -3.1620
H 0.5193 3.3641 -1.5620
C 3.4998 3.2258 -1.1726
H 4.1273 3.0771 -0.2892
H 2.7229 3.9724 -0.9730
H 4.1082 3.5318 -2.0336
C 4.0950 1.0664 -2.7253
H 4.5080 1.9452 -3.2211
H 3.7591 0.3718 -3.4886
H 4.8887 0.5844 -2.1536
C -4.5456 1.0907 -3.3220
H -5.0015 0.1050 -3.1895
H -4.2244 1.2341 -4.3629
H -5.2527 1.8753 -3.0291
C -2.2366 -0.5443 -2.4979
H -1.7789 -1.2598 -1.7228
H -1.4417 -0.4349 -3.3486
H -3.2029 -1.0228 -2.7142
C 0.8454 6.2249 0.1555
C -0.4463 6.0759 -0.4774
C -1.1317 4.8525 -0.3339
C -0.4656 3.7425 0.2812
C 0.7270 3.9629 0.9965
C 1.3909 5.1870 0.9524
N -0.8971 2.4205 0.1198
C -1.9261 2.1791 1.0190
C -1.7082 2.5259 2.3861
C -2.7893 2.7355 3.2441
C -4.1028 2.5829 2.7788
C -4.3427 2.1024 1.4794
C -3.2668 1.8375 0.6341
H 1.3902 7.1915 0.0679
H -0.9197 6.9097 -1.0542
H -2.1463 4.7357 -0.7831
H 1.1366 3.1776 1.6125
H 2.2629 5.3803 1.5975
H -0.6773 2.7081 2.7136
H -2.5543 3.1226 4.2579
H -4.9515 2.8463 3.4065
H -5.3722 1.9484 1.1051
H -3.4170 1.3770 -0.3672
*
```